C24H60BeCsN2O15 as an isolated structure in a non-equilibrium geometry, computed with the ωB97M-V functional and the def2-TZVPD basis.

Last column: Löwdin charge in e.
Geometry (Å):
1 Be -0.698 0.656 -0.353  1.00
2 Cs -2.413 -3.513 -0.874  1.04
3 C -3.256 0.128 -1.699  -1.06
4 O -2.212 -0.483 -1.983  -0.13
5 O -3.281 0.754 -0.661  -0.01
6 O -4.188 -0.016 -2.515  -0.04
7 C -0.478 -1.454 1.628  -1.09
8 O 0.302 -1.404 0.649  -0.13
9 O -0.917 -2.495 2.152  -0.08
10 O -1.019 -0.384 1.810  -0.02
11 C -5.791 2.403 2.469  -0.11
12 C -5.807 2.025 1.003  -0.33
13 O -5.151 0.783 0.977  -0.10
14 H -5.992 3.471 2.552  0.05
15 H -4.899 2.238 3.074  0.07
16 H -6.592 1.879 2.990  0.06
17 H -5.352 2.853 0.460  0.11
18 H -6.810 1.759 0.671  0.10
19 H -4.409 0.837 0.370  -0.02
20 C 2.566 -5.553 -1.185  -0.06
21 C 2.082 -4.117 -0.832  -0.26
22 O 0.697 -3.968 -0.347  -0.20
23 H 3.543 -5.515 -1.666  0.06
24 H 1.808 -5.995 -1.831  0.07
25 H 2.859 -6.089 -0.281  0.07
26 H 2.223 -3.457 -1.688  0.08
27 H 2.651 -3.625 -0.043  0.09
28 H 0.497 -3.097 0.005  -0.03
29 C -1.894 4.597 -3.392  -0.10
30 C -1.812 4.233 -1.943  -0.28
31 O -1.285 2.888 -1.894  -0.09
32 H -2.804 4.242 -3.877  0.06
33 H -1.023 4.177 -3.894  0.08
34 H -1.912 5.684 -3.467  0.07
35 H -2.833 4.405 -1.604  0.11
36 H -1.119 4.898 -1.428  0.11
37 H -1.918 2.303 -2.318  0.06
38 C -3.938 2.603 -6.380  -0.07
39 C -3.804 1.203 -5.796  -0.38
40 O -3.041 1.197 -4.677  -0.07
41 H -4.525 2.533 -7.296  0.07
42 H -3.001 3.149 -6.497  0.07
43 H -4.479 3.182 -5.633  0.07
44 H -3.375 0.420 -6.422  0.09
45 H -4.751 0.783 -5.457  0.12
46 H -3.460 0.441 -4.259  0.02
47 C -2.327 -2.049 -6.203  -0.11
48 C -3.248 -2.403 -5.083  -0.29
49 O -2.429 -2.512 -3.902  -0.18
50 H -1.693 -2.911 -6.411  0.07
51 H -1.605 -1.295 -5.888  0.08
52 H -2.792 -1.856 -7.169  0.07
53 H -3.784 -3.282 -5.441  0.11
54 H -3.946 -1.620 -4.788  0.10
55 H -2.510 -1.673 -3.444  0.00
56 C 2.129 -3.602 3.084  -0.12
57 O 3.463 -3.122 3.030  -0.19
58 C 3.582 -1.861 2.330  -0.18
59 C 3.437 -0.754 3.401  -0.19
60 N 4.397 -0.612 4.530  -0.04
61 C 3.916 0.289 5.543  -0.21
62 C 4.998 0.422 6.703  -0.20
63 O 5.349 -0.832 7.276  -0.20
64 C 6.206 -0.880 8.405  -0.12
65 H 2.088 -4.685 3.201  0.08
66 H 1.362 -3.538 2.312  0.07
67 H 1.698 -3.302 4.039  0.09
68 H 2.865 -1.749 1.516  0.09
69 H 4.608 -1.883 1.962  0.11
70 H 2.376 -0.793 3.648  0.11
71 H 3.365 0.211 2.899  0.08
72 H 4.617 -1.499 4.960  0.11
73 H 3.041 -0.146 6.028  0.11
74 H 3.438 1.235 5.288  0.11
75 H 4.627 1.108 7.463  0.11
76 H 5.897 0.897 6.308  0.11
77 H 7.250 -0.666 8.178  0.08
78 H 6.234 -1.825 8.947  0.08
79 H 5.868 -0.212 9.198  0.08
80 C -1.470 2.726 2.244  -0.13
81 O -0.412 2.512 1.427  -0.19
82 C 0.808 2.266 2.080  -0.21
83 C 2.062 2.170 1.218  -0.24
84 N 1.841 1.216 0.256  -0.07
85 C 2.898 0.802 -0.710  -0.14
86 C 2.488 -0.208 -1.784  -0.19
87 O 1.125 -0.071 -2.230  -0.19
88 C 0.820 -0.945 -3.270  -0.10
89 H -1.673 1.875 2.894  0.10
90 H -2.421 2.999 1.785  0.10
91 H -1.171 3.550 2.890  0.09
92 H 0.759 1.375 2.707  0.13
93 H 1.150 3.037 2.771  0.12
94 H 2.872 2.016 1.931  0.11
95 H 2.388 3.037 0.644  0.13
96 H 1.722 0.308 0.682  0.07
97 H 3.716 0.366 -0.137  0.12
98 H 3.060 1.747 -1.228  0.12
99 H 2.750 -1.188 -1.385  0.10
100 H 3.116 -0.141 -2.672  0.12
101 H -0.234 -1.221 -3.250  0.07
102 H 1.341 -1.896 -3.164  0.08
103 H 1.000 -0.486 -4.242  0.10

HOMO   -4.34 eV
Maximum force   7.74 eV/A
Charge   -1